The following is a DFT calculation (the ωB97M-V functional and the def2-TZVPD basis) of a cluster of 3 separate species, C8H16N2O3 in total in a non-equilibrium geometry.

For the energy above the lowest of the compared OMol25 structures with the same formula, charge and spin, the calculation gives 8.245 eV. The HOMO-LUMO gap is 9.26 eV. For the max |F|, the calculation gives 6.10 eV/Å. As for the HOMO energy: -0.3352 hartree.

Each line ends with the natural charge from an NBO analysis.
Cartesian coordinates (Å):
C -3.751 -0.702 -0.947  -0.642
H -0.147 -0.888 1.271  0.412
H 1.191 2.940 0.592  0.211
H 0.523 2.448 -1.041  0.235
C 3.078 1.239 -0.327  -0.623
H 1.963 0.550 1.411  0.199
N -2.823 0.265 1.367  -0.821
C 0.759 2.069 0.011  -0.630
H 3.388 2.035 0.426  0.225
H -4.702 -0.594 -0.496  0.210
O 2.890 -1.886 -0.935  -0.656
H -0.156 1.979 0.525  0.216
C 2.068 -1.586 0.096  0.803
H -3.289 0.171 -1.745  0.276
H 3.081 1.641 -1.302  0.213
O -1.496 -0.179 -1.550  -0.619
N -0.172 -0.549 0.337  -0.642
H -3.339 -0.362 2.606  0.339
H 3.759 0.231 -0.482  0.210
H -1.429 0.431 1.468  0.376
C -2.837 -0.745 0.268  -0.168
H -2.884 -1.828 0.798  0.198
C -1.460 -0.540 -0.344  0.684
C 1.744 0.897 0.254  -0.191
H 3.663 -2.542 -0.369  0.496
C 1.075 -0.432 -0.238  -0.174
H -3.610 -1.654 -1.529  0.224
H 1.000 -0.330 -1.290  0.237
O 1.914 -2.079 1.165  -0.596

The following is a DFT calculation (the ωB97M-V functional and the def2-TZVPD basis) of an isolated molecule of C4H4O3S in a non-equilibrium geometry.

For the energy above the lowest of the compared OMol25 structures with the same formula, charge and spin, the calculation gives 0.555 eV. The HOMO-LUMO gap is 10.30 eV. For the max |F|, the calculation gives 1.23 eV/Å. As for the HOMO energy: -0.3678 hartree.

Each line ends with the natural charge from an NBO analysis.
Cartesian coordinates (Å):
H -0.184 2.086 1.223  0.227
S -1.138 0.940 -0.626  0.203
O 1.886 -1.074 -0.933  -0.470
H 2.862 0.620 -0.287  0.111
C 1.997 -0.102 -0.236  0.414
O 0.013 -0.740 0.992  -0.479
O -1.832 -1.554 0.014  -0.536
H 1.453 0.425 1.773  0.221
C -1.054 -0.667 0.163  0.643
C 0.212 1.566 0.394  -0.549
C 0.956 0.294 0.823  -0.020
H 0.874 2.230 -0.147  0.234

The following is a DFT calculation (the ωB97M-V functional and the def2-TZVPD basis) of a structure of composition C27H69N3O9 in a non-equilibrium geometry.

For the energy above the lowest of the compared OMol25 structures with the same formula, charge and spin, the calculation gives 18.527 eV. The HOMO-LUMO gap is 8.67 eV. For the max |F|, the calculation gives 9.14 eV/Å. As for the HOMO energy: -0.2970 hartree.

Each line ends with the Löwdin charge.
Cartesian coordinates (Å):
H 0.245 -3.720 0.705  0.155
H -4.057 1.791 -0.495  0.102
C -2.981 2.353 -2.604  -0.184
H -0.026 -2.413 -2.037  0.056
H 0.365 -2.985 -3.595  0.102
C 3.158 -2.736 2.907  -0.121
H -1.374 2.351 1.163  0.045
H -3.234 3.372 2.766  0.124
H 3.811 0.924 -5.672  0.077
H 2.790 -2.051 0.419  0.125
H -0.687 -0.284 -2.435  0.018
N 0.515 -3.384 -0.208  -0.026
H -3.845 -3.688 1.774  0.089
C -0.641 2.761 1.858  -0.151
C 0.391 1.196 3.557  -0.149
H -0.348 0.693 2.933  -0.028
H -0.289 -3.934 -2.086  0.092
H -4.177 4.480 0.617  0.116
C 0.579 0.143 4.664  -0.439
H -5.242 3.319 1.259  0.106
H -1.020 0.916 5.945  0.094
O -3.372 1.410 2.002  -0.163
O -2.420 1.100 -2.276  -0.235
C -3.034 3.188 -1.313  -0.188
H 1.636 -3.040 -2.452  0.074
H 4.710 -0.424 -5.045  0.076
H 1.949 -4.899 -0.075  0.138
C 4.666 0.665 -5.049  -0.082
O 2.351 -3.366 1.978  -0.176
H 1.788 -0.950 -3.993  0.137
H -2.205 2.999 1.483  -0.006
H -2.025 -0.674 -3.172  0.079
O 1.679 0.586 5.413  -0.026
H 0.658 -2.265 -0.426  -0.177
H -1.147 0.404 -1.511  0.032
N 2.821 2.691 -1.524  -0.056
C 0.789 -2.426 -2.761  -0.048
C -0.382 -0.707 0.143  -0.330
O 1.966 -0.679 -1.984  -0.178
H 0.922 -1.426 1.700  0.089
H -2.100 3.060 -0.766  0.108
H -1.506 -0.416 4.867  0.064
H -4.021 2.217 -2.899  0.122
C -2.475 0.779 2.908  -0.102
H 1.516 -0.880 -1.160  -0.097
H -0.447 -0.484 2.293  0.063
H -1.714 -2.446 -0.967  0.102
C 0.281 -0.571 1.487  -0.002
H 3.181 -1.651 2.804  0.089
C 2.739 -3.116 0.649  -0.200
H 3.603 3.219 -1.883  0.103
H 1.224 1.343 2.869  0.106
H 3.658 -0.359 -2.804  0.120
H -1.463 1.007 0.211  0.090
C -4.270 3.405 0.773  -0.165
O 4.548 1.241 -3.701  -0.190
H -2.721 -0.275 3.038  0.094
H -3.059 -2.101 1.324  0.071
H 2.574 0.724 -0.880  0.101
H 4.194 -3.069 2.844  0.092
C -0.760 0.587 -0.509  -0.019
H 0.531 2.348 -0.471  0.090
C -1.845 -3.515 -0.797  -0.134
H 0.856 -0.785 4.164  0.130
H 1.474 1.667 0.904  0.092
H -1.222 -1.392 0.255  0.111
H -0.484 -0.153 -4.156  0.077
O 0.531 -1.363 -0.729  -0.122
H 1.330 1.085 6.156  0.087
H 2.166 -3.669 -1.407  0.105
H -3.531 0.002 -3.755  0.102
H -2.503 2.900 -3.417  0.129
C 1.197 2.572 0.363  -0.223
H 2.762 -2.980 3.893  0.097
C 3.461 0.706 -2.931  -0.222
C -3.352 -3.100 1.000  -0.124
H 0.109 1.233 -0.632  0.057
C 0.049 -0.067 -3.209  -0.053
H -4.199 -2.994 0.322  0.088
H 4.250 1.188 -1.012  0.117
C -3.228 2.830 1.821  -0.216
H -2.522 -3.961 -1.526  0.134
O 0.490 3.393 1.251  -0.106
C 1.220 -1.006 -3.065  -0.429
C -0.454 -4.095 -1.021  -0.166
C 3.282 1.266 -1.507  -0.145
O -2.266 -3.904 0.589  -0.167
H 2.128 4.307 -0.434  0.121
H -1.986 0.650 -4.272  0.090
H -0.428 -5.151 -0.755  0.141
H -1.135 3.528 2.455  0.125
C -0.697 -0.014 5.477  -0.028
H -1.420 0.745 2.637  0.004
H -2.764 1.265 3.840  0.113
N -4.184 2.792 -0.526  -0.066
C 1.868 -3.854 -0.375  -0.117
H 0.065 2.167 3.929  0.130
H -3.180 4.248 -1.517  0.123
H -0.354 2.043 2.626  -0.026
H 3.274 3.265 0.418  0.112
H 3.741 -3.484 0.426  0.131
C -2.530 0.262 -3.411  -0.129
C 2.427 3.273 -0.267  -0.189
H 0.942 0.296 1.487  0.064
H 5.565 1.093 -5.494  0.079
H 2.497 0.681 -3.439  0.093
H 0.330 0.986 -3.166  0.122
H -0.527 -0.805 6.207  0.088

So what do the calculations give for E_tot? Going down the list: -17671.5063, -21190.1559, -51994.5858 eV.